# 1
ORCA calculation (the ωB97M-V functional and the def2-TZVPD basis) on C30H50MoOP4 as an isolated structure.

Results
charge: +4
HOMO-LUMO gap (spin up / spin down): 5.8199 / 3.5528 eV
spin multiplicity: 3
highest occupied orbital energy (spin up / spin down): -19.3 / -19.3 eV
LUMO (spin up / spin down): -13.511 / -15.782 eV
energy: -2680.12392 Eh

Positions of all 86 atoms, in Å:
Mo 1.374 -0.214 -1.260
P 2.247 -1.271 0.909
P 1.957 1.951 -0.461
P -0.579 -2.602 -0.706
H 2.896 1.072 -3.172
C 1.876 0.682 -3.070
C 0.694 1.433 -3.311
H 0.739 2.514 -3.362
C 3.452 -2.230 -0.102
C 3.316 -0.380 2.110
C 1.633 -2.527 2.092
C 1.568 3.511 -1.371
C 2.009 2.644 1.237
C 3.736 1.585 -0.800
C -2.243 -2.922 -1.461
C -0.897 -3.768 0.693
C 0.462 -3.745 -1.713
H 1.775 -0.462 -3.183
H 0.008 1.073 -4.065
H 4.190 -2.651 0.593
H 3.948 -1.584 -0.839
H 2.935 -3.046 -0.620
H 3.886 -1.126 2.675
H 2.688 0.180 2.812
H 4.020 0.289 1.616
H 1.641 -3.536 1.659
H 0.620 -2.277 2.436
H 2.285 -2.529 2.978
H 2.119 3.566 -2.310
H 1.745 4.412 -0.780
H 0.507 3.516 -1.610
H 2.368 3.676 1.200
H 2.658 2.072 1.894
H 1.008 2.651 1.663
H 4.197 2.524 -1.126
H 3.908 0.829 -1.577
H 4.254 1.223 0.093
H -2.924 -3.360 -0.722
H -2.143 -3.601 -2.313
H -2.709 -2.001 -1.814
H -1.740 -4.427 0.433
H -1.175 -3.216 1.600
H -0.025 -4.400 0.898
H -0.185 -4.360 -2.353
H 1.030 -4.398 -1.036
H 1.169 -3.188 -2.335
C -2.450 0.144 -2.827
C -1.130 -0.337 -2.671
C -0.708 -1.265 -3.679
C -1.551 -1.681 -4.700
C -2.854 -1.176 -4.794
C -3.293 -0.292 -3.845
O -3.087 1.294 -2.317
H -2.757 1.600 -1.491
H -0.407 0.128 -1.754
H 0.321 -1.661 -3.739
H -1.224 -2.385 -5.467
H -3.562 -1.421 -5.581
H -4.228 0.303 -3.870
C -3.147 0.460 0.685
P -1.313 0.593 0.820
C -1.357 2.393 1.325
C -1.414 3.360 0.298
C -1.156 4.705 0.580
C -0.947 5.115 1.899
C -1.059 4.195 2.937
C -1.323 2.848 2.663
C -1.180 -0.254 2.473
C -0.134 0.115 3.333
C -0.006 -0.525 4.570
C -0.887 -1.552 4.902
C -1.903 -1.964 4.038
C -2.047 -1.321 2.799
H -3.643 1.057 -0.074
H -3.529 0.805 1.652
H -3.404 -0.581 0.496
H -1.670 3.090 -0.734
H -1.112 5.447 -0.220
H -0.718 6.155 2.117
H -0.928 4.511 3.971
H -1.489 2.157 3.492
H 0.505 0.955 3.054
H 0.762 -0.182 5.247
H -0.798 -2.039 5.878
H -2.609 -2.762 4.298
H -2.861 -1.613 2.119

***

# 2
ORCA calculation (the ωB97M-V functional and the def2-TZVPD basis) on a 10-piece molecular cluster, C30H50O30S5 overall.

Results
HOMO-LUMO gap: 9.8441 eV
spin multiplicity: 1
highest occupied orbital energy: -9.9 eV
LUMO: -0.042 eV
energy: -5421.00675 Eh
ΔE to the lowest compared entry with this formula, charge and spin: 5.001 eV

Positions of all 115 atoms, in Å:
C 7.323 -1.416 -0.625
C 7.485 -0.449 0.603
O 8.733 -0.817 1.153
S 9.129 -2.415 0.898
O 8.788 -3.222 2.049
O 10.462 -2.390 0.315
O 8.032 -2.590 -0.261
H 7.678 -0.909 -1.522
H 6.269 -1.645 -0.783
H 6.688 -0.479 1.346
H 7.506 0.544 0.155
C -4.073 -7.445 -0.599
C -3.970 -6.027 -0.019
O -4.356 -5.106 -1.002
S -5.312 -5.867 -2.162
O -4.560 -5.953 -3.411
O -6.701 -5.376 -2.142
O -5.207 -7.326 -1.414
H -4.376 -8.178 0.148
H -3.195 -7.704 -1.191
H -2.975 -5.720 0.304
H -4.629 -5.881 0.837
C -8.084 2.099 -6.942
C -8.589 0.663 -7.070
O -8.178 -0.049 -5.937
S -6.827 0.554 -5.349
O -5.646 0.046 -6.076
O -6.742 0.590 -3.896
O -7.261 2.088 -5.843
H -8.851 2.872 -6.897
H -7.310 2.329 -7.674
H -8.083 0.153 -7.890
H -9.658 0.450 -7.045
C -2.109 6.353 -4.403
C -3.583 6.316 -4.809
O -4.303 6.604 -3.636
S -3.432 6.224 -2.280
O -4.120 5.133 -1.534
O -3.161 7.486 -1.653
O -2.129 5.738 -3.145
H -1.719 7.334 -4.134
H -1.368 5.983 -5.112
H -3.849 5.364 -5.268
H -3.856 7.149 -5.456
C -6.915 -1.230 3.304
C -5.916 -0.407 2.474
O -4.968 -0.079 3.470
S -4.654 -1.474 4.437
O -4.449 -1.038 5.828
O -3.640 -2.309 3.853
O -6.218 -2.048 4.130
H -7.475 -1.899 2.652
H -7.431 -0.511 3.940
H -6.249 0.527 2.022
H -5.480 -1.019 1.684
O 4.470 -2.632 5.450
C 3.897 -3.723 5.435
O 2.854 -4.011 4.638
C 2.366 -5.318 4.803
C 3.042 -5.780 6.090
C 4.346 -5.002 6.172
H 2.615 -5.880 3.903
H 1.282 -5.266 4.907
H 3.205 -6.855 6.021
H 2.393 -5.712 6.963
H 5.119 -5.495 5.582
H 4.753 -4.850 7.171
O 3.808 -5.533 -3.129
C 4.899 -6.013 -3.257
O 5.859 -5.584 -4.221
C 6.969 -6.468 -4.306
C 6.672 -7.672 -3.428
C 5.461 -7.293 -2.515
H 7.926 -6.042 -4.003
H 6.994 -6.789 -5.347
H 7.543 -7.867 -2.801
H 6.669 -8.648 -3.914
H 5.723 -7.029 -1.491
H 4.797 -8.151 -2.413
O 1.073 2.584 0.884
C 0.543 1.628 0.319
O 0.420 1.434 -0.996
C -0.323 0.339 -1.325
C -0.326 -0.536 -0.022
C 0.129 0.413 1.078
H 0.208 -0.205 -2.107
H -1.290 0.674 -1.700
H 0.301 -1.424 -0.104
H -1.339 -0.923 0.093
H 0.963 -0.088 1.570
H -0.664 0.735 1.753
O -3.743 5.852 7.924
C -2.865 5.887 7.087
O -3.050 6.425 5.861
C -1.862 6.595 5.162
C -0.942 5.530 5.845
C -1.425 5.529 7.279
H -1.558 7.641 5.218
H -2.075 6.442 4.104
H 0.126 5.691 5.698
H -1.157 4.601 5.317
H -0.874 6.304 7.811
H -1.337 4.518 7.676
O 3.301 9.299 -0.595
C 3.614 8.233 -1.102
O 3.216 7.806 -2.301
C 3.744 6.573 -2.719
C 4.894 6.320 -1.719
C 4.622 7.284 -0.573
H 4.064 6.648 -3.758
H 2.988 5.788 -2.739
H 5.818 6.576 -2.237
H 4.878 5.288 -1.370
H 5.561 7.779 -0.325
H 4.218 6.754 0.289

***

# 3
ORCA calculation (the ωB97M-V functional and the def2-TZVPD basis) on one molecule with the formula C30H50O4.

Results
HOMO-LUMO gap: 9.4026 eV
spin multiplicity: 1
highest occupied orbital energy: -8.9 eV
LUMO: 0.520 eV
energy: -1474.11215 Eh

Positions of all 84 atoms, in Å:
C -3.803 -2.515 -1.672
H -3.163 -2.691 -2.534
H -4.743 -2.106 -2.036
H -4.010 -3.471 -1.195
C -3.124 -1.562 -0.683
H -2.878 -0.643 -1.222
C -4.115 -1.197 0.429
H -3.607 -0.762 1.290
H -4.626 -2.107 0.762
C -5.162 -0.166 -0.009
H -5.461 -0.350 -1.051
O -6.318 -0.224 0.817
H -6.567 -1.147 0.933
C -4.574 1.265 0.079
H -3.781 1.340 -0.672
O -3.974 1.484 1.330
H -4.676 1.834 1.903
C -5.625 2.384 -0.166
C -6.510 2.103 -1.382
H -7.133 2.973 -1.577
H -7.162 1.254 -1.195
H -5.900 1.903 -2.259
C -4.893 3.716 -0.345
H -4.165 3.848 0.451
H -4.384 3.741 -1.304
H -5.613 4.528 -0.297
O -6.410 2.508 1.008
H -6.835 1.651 1.157
C -1.786 -2.192 -0.215
H -1.622 -3.049 -0.873
C -0.545 -1.286 -0.366
C -0.102 -1.049 -1.813
H -0.656 -0.204 -2.227
H -0.356 -1.918 -2.422
C 1.413 -0.782 -1.938
H 1.915 -1.683 -2.289
H 1.565 -0.016 -2.699
C 2.071 -0.322 -0.630
C 1.790 -1.286 0.505
C 2.627 -1.431 1.522
C 3.931 -0.711 1.656
C 4.038 0.439 0.652
H 3.278 1.176 0.939
C 3.600 -0.059 -0.750
C 4.307 -1.344 -1.194
H 5.375 -1.307 -1.011
H 3.904 -2.202 -0.663
H 4.161 -1.502 -2.260
C 3.845 1.057 -1.773
C 5.295 1.538 -1.762
C 5.620 2.129 -0.418
O 6.057 3.246 -0.296
C 5.383 1.206 0.776
C 5.345 2.075 2.042
H 5.287 1.462 2.937
H 6.244 2.683 2.095
H 4.490 2.748 2.021
C 6.643 0.327 0.867
H 7.522 0.970 0.885
H 6.743 -0.351 0.026
H 6.635 -0.253 1.786
H 5.967 0.704 -1.966
H 5.451 2.300 -2.529
H 3.604 0.708 -2.777
H 3.195 1.907 -1.548
H 4.021 -0.330 2.676
H 4.740 -1.430 1.508
H 2.401 -2.129 2.316
C 0.528 -2.105 0.386
C -0.217 -2.451 1.684
H -0.172 -1.616 2.382
H 0.208 -3.324 2.178
C -1.673 -2.705 1.239
H -2.353 -2.195 1.913
H -1.916 -3.767 1.283
C 0.907 -3.443 -0.280
H 1.217 -3.327 -1.311
H 0.082 -4.148 -0.247
H 1.737 -3.878 0.274
H 1.613 0.641 -0.377
C -0.785 0.056 0.357
H 0.012 0.282 1.058
H -1.712 0.047 0.917
H -0.849 0.878 -0.352

***

# 4
ORCA calculation (the ωB97M-V functional and the def2-TZVPD basis) on C30H50OP4W as an isolated structure.

Results
charge: +4
HOMO-LUMO gap (spin up / spin down): 3.0513 / 1.7138 eV
spin multiplicity: 3
highest occupied orbital energy (spin up / spin down): -18.4 / -17.6 eV
LUMO (spin up / spin down): -15.383 / -15.846 eV
energy: -2679.16285 Eh
ΔE to the lowest compared entry with this formula, charge and spin: 1.308 eV

Positions of all 86 atoms, in Å:
W -0.231 -0.205 0.217
P -1.439 -0.129 2.332
P -1.596 1.016 -1.246
P 1.997 0.100 0.880
H 3.604 5.350 -6.122
C 4.307 4.538 -5.910
C 4.380 3.448 -6.689
H 3.774 3.342 -7.597
C -1.301 1.500 3.166
C -3.260 -0.381 2.306
C -0.839 -1.312 3.608
C -1.327 1.159 -3.049
C -3.252 0.220 -1.268
C -1.978 2.725 -0.755
C 3.400 -0.051 -0.283
C 2.437 -1.216 2.106
C 2.407 1.622 1.804
H 5.005 4.681 -5.080
H 5.104 2.649 -6.484
H -1.928 1.503 4.073
H -1.640 2.301 2.494
H -0.259 1.701 3.447
H -3.651 -0.337 3.334
H -3.521 -1.355 1.871
H -3.743 0.410 1.717
H -0.295 -0.784 4.407
H -0.169 -2.059 3.159
H -1.697 -1.846 4.043
H -2.091 1.829 -3.463
H -1.411 0.173 -3.519
H -0.331 1.554 -3.263
H -3.943 0.920 -1.763
H -3.616 0.000 -0.259
H -3.212 -0.722 -1.831
H -2.555 3.196 -1.561
H -1.052 3.290 -0.597
H -2.568 2.733 0.170
H 4.226 -0.546 0.247
H 3.722 0.943 -0.620
H 3.130 -0.648 -1.161
H 3.529 -1.341 2.060
H 1.961 -2.186 1.891
H 2.150 -0.895 3.118
H 3.503 1.705 1.852
H 2.004 1.580 2.826
H 2.002 2.504 1.293
C 2.486 0.851 -3.546
C 2.139 1.956 -2.668
C 2.930 3.075 -2.525
C 4.208 3.088 -3.096
C 4.640 2.018 -3.893
C 3.812 0.950 -4.148
O 1.718 -0.129 -3.776
H 0.310 -0.374 -1.404
H 1.194 1.877 -2.131
H 2.554 3.939 -1.969
H 4.853 3.961 -2.983
H 5.615 2.071 -4.367
H 4.096 0.145 -4.825
C 1.245 -2.875 -1.560
P -0.220 -2.378 -0.583
C -1.521 -2.833 -1.816
C -1.392 -2.314 -3.111
C -2.430 -2.446 -4.026
C -3.594 -3.137 -3.671
C -3.689 -3.732 -2.407
C -2.637 -3.615 -1.489
C -0.348 -3.644 0.748
C -1.529 -3.723 1.513
C -1.601 -4.550 2.637
C -0.497 -5.318 3.010
C 0.670 -5.268 2.244
C 0.741 -4.451 1.111
H 1.573 -2.049 -2.209
H 0.908 -3.711 -2.189
H 2.070 -3.190 -0.911
H -0.471 -1.819 -3.408
H -2.332 -2.024 -5.022
H -4.423 -3.220 -4.381
H -4.585 -4.298 -2.135
H -2.689 -4.158 -0.545
H -2.410 -3.140 1.223
H -2.520 -4.584 3.224
H -0.546 -5.944 3.899
H 1.534 -5.874 2.523
H 1.638 -4.477 0.496

***

# 5
ORCA calculation (the ωB97M-V functional and the def2-TZVPD basis) on C30H51FeN8OS2Si2 as an isolated structure.

Results
charge: -1
HOMO-LUMO gap (spin up / spin down): 4.7547 / 4.7506 eV
spin multiplicity: 1
highest occupied orbital energy (spin up / spin down): -2.6 / -2.6 eV
LUMO (spin up / spin down): 2.186 / 2.186 eV
energy: -4326.29534 Eh

Positions of all 95 atoms, in Å:
Fe -0.361 0.326 0.209
C 0.164 -1.726 4.687
Si 0.136 -0.416 3.315
C 1.999 -0.068 3.112
C -0.613 1.096 4.210
N -0.670 -0.790 1.865
C -1.165 -2.037 1.512
C -1.606 -3.007 2.418
C -1.957 -4.300 2.028
C -1.881 -4.640 0.691
C -1.528 -3.665 -0.240
C -1.243 -2.339 0.116
N -1.026 -1.311 -0.791
Si -1.676 -1.513 -2.368
C -1.795 0.039 -3.432
C -3.481 -2.089 -2.320
C -0.702 -2.709 -3.479
H 0.860 -1.370 5.456
H 0.530 -2.687 4.321
H -0.803 -1.891 5.166
H 2.322 0.779 3.731
H 2.267 0.120 2.074
H 2.568 -0.943 3.442
H 0.158 1.675 4.729
H -1.329 0.758 4.966
H -1.134 1.756 3.518
H -1.670 -2.744 3.465
H -2.270 -5.023 2.773
H -2.106 -5.647 0.358
H -1.479 -3.946 -1.284
H -2.265 0.879 -2.919
H -2.422 -0.236 -4.289
H -0.834 0.374 -3.822
H -4.081 -1.317 -1.829
H -3.633 -3.020 -1.774
H -3.865 -2.216 -3.338
H 0.368 -2.515 -3.357
H -0.958 -2.544 -4.531
H -0.871 -3.763 -3.253
C 2.115 -0.342 -5.466
C 2.753 0.710 -4.568
N 1.770 1.400 -3.742
C 1.234 2.640 -4.273
C 2.036 3.860 -3.837
C 1.369 0.873 -2.551
S 0.255 1.769 -1.607
N 1.887 -0.331 -2.295
C 1.866 -0.912 -1.090
O 1.511 -0.444 0.008
C 2.371 -2.326 -1.077
C 3.089 -2.868 -2.139
C 3.495 -4.193 -2.102
C 3.168 -4.989 -1.011
C 2.437 -4.456 0.043
C 2.045 -3.127 0.014
H 2.870 -0.827 -6.089
H 1.367 0.109 -6.123
H 1.623 -1.097 -4.854
H 3.255 1.471 -5.172
H 3.498 0.251 -3.921
H 0.199 2.737 -3.949
H 1.236 2.554 -5.363
H 1.995 3.953 -2.751
H 1.626 4.769 -4.282
H 3.081 3.770 -4.141
H 3.312 -2.239 -2.991
H 4.055 -4.611 -2.930
H 3.471 -6.029 -0.989
H 2.152 -5.081 0.881
H 1.450 -2.698 0.811
C -3.422 4.290 1.793
N -2.544 3.128 1.658
C -3.113 1.864 1.529
S -2.938 0.957 0.133
N -3.726 1.337 2.593
C -4.077 1.994 3.832
H -2.801 5.184 1.754
H -3.945 4.294 2.746
H -4.160 4.346 0.985
H -1.935 3.243 0.857
H -4.154 0.446 2.391
H -4.895 2.709 3.715
H -3.203 2.503 4.240
H -4.386 1.229 4.541
C 0.957 4.242 3.653
N 1.468 3.735 2.388
C 2.913 3.778 2.195
C 0.824 2.723 1.816
N 0.287 1.869 1.265
H 1.214 5.299 3.737
H 1.383 3.701 4.504
H -0.125 4.130 3.674
H 3.240 4.818 2.172
H 3.160 3.305 1.248
H 3.436 3.251 3.000